Entry from the OMol25 dataset: a structure of composition C6H14ClN2O2Zn at a distorted geometry (wB97M-V/def2-TZVPD).

Geometry (Å):
Zn  19.143  20.607  -8.148
Cl  16.775  20.839  -5.596
C  12.105  20.498  -2.936
C  11.421  19.140  -3.144
O  10.312  19.005  -2.672
N  12.162  18.189  -3.751
C  11.841  16.782  -3.901
H  11.772  20.875  -1.970
H  11.938  21.152  -3.792
H  13.181  20.324  -2.904
H  13.109  18.458  -3.973
H  10.764  16.616  -3.878
H  12.240  16.173  -3.089
H  12.284  16.491  -4.853
C  12.645  19.340  -9.592
C  12.024  19.147  -10.966
O  10.995  18.510  -11.106
N  12.681  19.710  -11.960
C  12.200  19.735  -13.333
H  13.204  18.457  -9.282
H  11.828  19.573  -8.910
H  13.382  20.121  -9.405
H  13.480  20.311  -11.816
H  11.969  20.712  -13.758
H  11.318  19.100  -13.409
H  12.995  19.259  -13.908

Computed properties:
**Largest force on an atom**: 2.71 eV Å⁻¹
**E_HOMO**: -0.433 Ha
**Net charge**: +1
**Multiplicity**: 1
**HOMO-LUMO gap**: 1.8 eV
**E_tot**: -74452.3117 eV
**ΔE to the lowest compared entry with this formula, charge and spin**: 164.2 kcal/mol

Mulliken population analysis, charges in e, atoms 1 to 8: 0.823, -0.147, -0.957, 0.724, -0.531, -0.180, -0.783, 0.295